Version A
Computed, not measured: a 2-piece molecular cluster, C9H14O overall, with ωB97M-V with the def2-TZVPD basis set.

The geometry in XYZ format:
```
24
C9H14O | the Open Molecules 2025 dataset | ωB97M-V with the def2-TZVPD basis set
C -1.73309 0.08645 2.27955
C -1.14172 0.90906 1.13906
C -0.12720 1.84721 1.30325
C 0.46766 2.50273 0.27045
C -0.16113 2.15721 -0.99563
O -0.00696 3.24943 -1.95861
C -1.17960 1.28199 -1.32701
C -1.71796 0.62776 -0.18658
H -2.57876 -0.52298 1.89548
H -2.19276 0.77270 2.98978
H -0.82697 -0.65828 2.64512
H 0.28084 1.75438 2.23448
H 1.26837 3.20976 0.29602
H 0.83251 3.43817 -2.28654
H -1.49815 1.21336 -2.33782
H -2.48963 -0.22348 -0.51438
C 1.63518 -2.68326 -1.47395
C 1.52756 -2.78687 0.11288
H 1.43561 -1.59837 -1.73680
H 2.68074 -2.83424 -1.77512
H 0.88006 -3.22032 -1.99842
H 0.59795 -3.14911 0.43910
H 1.72381 -1.88363 0.71411
H 2.32363 -3.48965 0.27156
```

Output
Structure (SMILES)   Cc1ccc(O)cc1.CC
LUMO energy   0.89 eV
HOMO   -0.3097 Eh
Frontier orbital gap   9.32 eV

***

Version B
Computed, not measured: the molecule C9H14O, with ωB97M-V with the def2-TZVPD basis set.

The geometry in XYZ format:
```
24
C9H14O | the Open Molecules 2025 dataset | ωB97M-V with the def2-TZVPD basis set
C 0.44095 -2.36837 -1.56893
C 0.01826 -1.23015 -1.51149
C -0.22117 0.12919 -1.07877
C 1.08435 0.91179 -1.33361
O -1.25629 0.73414 -1.80753
C -0.56022 0.13679 0.44937
C 0.11829 -0.79994 1.36889
C 1.64059 -0.58537 1.70693
C -2.04162 0.31917 0.64798
C -1.16244 1.55387 0.78080
H 0.64389 -3.31854 -1.93936
H 1.34750 1.56762 -0.41515
H 0.88324 1.64933 -2.11061
H 1.77600 0.18434 -1.73484
H -0.97252 0.83073 -2.75300
H -0.46904 -0.69816 2.26179
H -0.00725 -1.77308 0.93688
H 2.22778 -1.45940 1.88452
H 1.78483 0.10109 2.56144
H 2.09399 -0.10573 0.78658
H -2.61557 -0.05157 1.50649
H -2.48506 0.11063 -0.31802
H -1.05038 2.22345 -0.13062
H -1.21811 1.93817 1.81026
```

Output
Structure (SMILES)   C#C[C@@](C)(O)C1(CC)CC1
LUMO energy   0.78 eV
HOMO   -0.3457 Eh
Frontier orbital gap   10.18 eV

***

Stability ranking, top and bottom: version A is the most stable and version B is the least stable.

***

Version A
Computed, not measured: a 3-piece molecular cluster, C4H15N2O2 overall, with ωB97M-V with the def2-TZVPD basis set.

The geometry in XYZ format:
```
23
C4H15N2O2 | the Open Molecules 2025 dataset | ωB97M-V with the def2-TZVPD basis set
C -0.43188 2.06744 0.68081
C 0.83997 1.55116 1.28288
C 0.86180 0.09315 1.69665
N 0.75828 -0.79239 0.54555
C 1.55405 -1.78918 0.33163
N 1.40031 -2.61463 -0.67723
H -0.60722 1.74673 -0.34972
H -1.35640 1.76170 1.18228
H -0.48956 3.14311 0.68879
H 1.70247 1.70783 0.62375
H 1.15349 2.13844 2.14478
H 1.77169 -0.08951 2.26488
H 0.05094 -0.11699 2.37496
H 0.00098 -0.63957 -0.13461
H 2.34871 -1.99950 1.04137
H 2.16054 -3.22301 -0.93984
H 0.59142 -2.56514 -1.27786
H -2.05235 -0.88038 -1.62642
H -1.93346 -1.51904 -0.21198
O -1.42528 -1.26529 -0.99190
H -2.95755 0.90129 -3.27862
H -1.67345 1.56920 -2.76141
O -2.26749 0.81459 -2.60873
```

Output
LUMO energy   -2.75 eV
Net charge   +1
HOMO   -0.5302 Eh
Frontier orbital gap   11.68 eV

***

Version B
Computed, not measured: a 3-piece molecular cluster, C4H15N2O2 overall, with ωB97M-V with the def2-TZVPD basis set.

The geometry in XYZ format:
```
23
C4H15N2O2 | the Open Molecules 2025 dataset | ωB97M-V with the def2-TZVPD basis set
C 1.54100 -1.24134 -0.91039
C 0.18027 -1.34281 -1.58945
C -0.94909 -0.31531 -1.28175
C -2.26444 0.00820 0.59876
N -1.08626 -0.14833 0.16368
N 1.54142 -0.38726 0.32829
H 2.30144 -0.80825 -1.56361
H 1.92048 -2.24253 -0.72179
H 0.19843 -1.35608 -2.68224
H -0.16474 -2.32948 -1.25213
H -0.39738 0.58250 -1.59249
H -1.83248 -0.53723 -1.86666
H -3.19878 -0.11744 0.04781
H -2.42780 0.23547 1.65493
H 2.06186 0.49583 0.32644
H 0.61764 -0.07093 0.68779
H 1.98451 -1.01352 0.99787
H -0.22740 2.75962 -1.15804
H -0.27522 4.27739 -1.39037
O -0.36024 3.43569 -1.86172
H 0.53678 0.14239 4.12641
H 1.17183 -1.02718 4.65167
O 0.82483 -0.71518 3.82198
```

Output
LUMO energy   -3.18 eV
Net charge   +1
HOMO   -0.5307 Eh
Frontier orbital gap   11.26 eV

***

Version C
Computed, not measured: a 2-piece molecular cluster, C4H15N2O2 overall, with ωB97M-V with the def2-TZVPD basis set.

The geometry in XYZ format:
```
23
C4H15N2O2 | the Open Molecules 2025 dataset | ωB97M-V with the def2-TZVPD basis set
N -0.49941 -1.56568 1.19350
C -0.08959 -0.13765 1.00145
C -0.72404 0.38802 -0.33357
C -1.69505 1.54446 -0.24216
O -1.36226 -0.71843 -0.98758
C 1.42326 0.09976 1.11560
N 2.02941 -0.98417 1.90543
H -0.80469 -1.72311 2.14966
H -1.29980 -1.73115 0.56424
H 0.30585 -2.14102 0.95596
H -0.59395 0.46582 1.73701
H 0.06384 0.86841 -0.88104
H -2.74644 1.41208 -0.01940
H -1.22997 2.24880 0.46339
H -1.72048 2.12087 -1.12163
H -0.87387 -0.85395 -1.80793
H 1.54199 1.08362 1.55119
H 1.89887 0.29403 0.14688
H 2.77707 -0.66646 2.49726
H 2.50675 -1.53091 1.18937
H -0.02165 0.16057 -4.28474
H 0.91298 1.00662 -3.42286
O 0.20116 0.35947 -3.37002
```

Output
LUMO energy   -3.02 eV
Net charge   +1
HOMO   -0.5245 Eh
Frontier orbital gap   11.25 eV

***

Version D
Computed, not measured: a 2-piece molecular cluster, C4H15N2O2 overall, with ωB97M-V with the def2-TZVPD basis set.

The geometry in XYZ format:
```
23
C4H15N2O2 | the Open Molecules 2025 dataset | ωB97M-V with the def2-TZVPD basis set
N 1.37182 0.92412 0.58263
C 0.43777 -0.15082 0.96420
C -0.10932 -0.75476 -0.31569
C 0.91188 -1.56244 -1.07150
O -0.50983 0.38259 -1.07635
C -0.61325 0.47073 1.89704
N 0.03514 1.42002 2.79950
H 2.00967 0.58236 -0.12472
H 0.86922 1.72793 0.19585
H 1.84014 1.24932 1.42698
H 1.04129 -0.86660 1.51106
H -0.98659 -1.35645 -0.08821
H 1.88898 -1.09390 -1.23071
H 1.21301 -2.55617 -0.73204
H 0.64402 -1.74078 -2.11149
H -0.90867 0.10377 -1.92894
H -1.26140 -0.32610 2.26716
H -1.22915 1.01998 1.21223
H 0.27894 0.98532 3.67325
H -0.60139 2.17352 3.02917
H -2.79117 -0.60031 -3.45998
H -1.63814 0.25202 -4.08815
O -1.89297 -0.28336 -3.33130
```

Output
LUMO energy   -2.73 eV
Net charge   +1
HOMO   -0.5168 Eh
Frontier orbital gap   11.33 eV

***

Stability ranking, top and bottom: version A is the most stable and version B is the least stable.

***

Version A
Computed, not measured: a 3-piece molecular cluster, C4H15N2O2 overall, with ωB97M-V with the def2-TZVPD basis set.

The geometry in XYZ format:
```
23
C4H15N2O2 | the Open Molecules 2025 dataset | ωB97M-V with the def2-TZVPD basis set
N -0.77836 -1.40854 -1.88234
C 0.63315 0.38889 0.00847
C 1.63585 -0.28871 0.80197
C 2.34620 0.75117 1.70609
O 3.36298 0.03126 2.31944
C -0.79519 0.49887 0.51481
N -1.79522 1.16761 -0.20089
H -1.51373 -1.81573 -1.31008
H -0.24971 -0.82948 -1.25206
H -0.18992 -2.19111 -2.15066
H 1.04682 1.33621 -0.28621
H 1.24388 -1.09348 1.42329
H 2.39963 -0.80431 0.19821
H 2.67075 1.67741 1.22384
H 1.60141 1.05623 2.45822
H 3.73395 0.44009 3.10842
H -0.66417 1.01689 1.48848
H -1.12273 -0.51611 0.75330
H -2.19778 0.67595 -0.98787
H -1.71927 2.15585 -0.36886
H -2.85618 -1.15185 -2.52117
H -4.39217 -1.31565 -2.60901
O -3.67586 -0.67049 -2.66758
```

Output
LUMO energy   -7.47 eV
Net charge   +1
HOMO   -0.5167 Eh
Frontier orbital gap   6.59 eV

***

Version B
Computed, not measured: a 3-piece molecular cluster, C4H15N2O2 overall, with ωB97M-V with the def2-TZVPD basis set.

The geometry in XYZ format:
```
23
C4H15N2O2 | the Open Molecules 2025 dataset | ωB97M-V with the def2-TZVPD basis set
C -0.86816 -2.54233 -0.38487
C -0.62057 -1.28366 -1.28897
C 0.31703 -0.34052 -0.60511
C 1.56979 -0.06436 -0.97328
N 2.54251 0.69179 -0.39330
N -0.36479 0.43731 0.46338
H -0.24734 -3.37503 -0.71448
H -1.90450 -2.85215 -0.51527
H -0.58760 -2.34513 0.64462
H -0.13968 -1.70011 -2.17333
H -1.56290 -0.82498 -1.58792
H 1.91656 -0.64832 -1.81944
H 2.22965 1.36276 0.28789
H 3.45065 0.82532 -0.79004
H 0.03202 0.10520 1.34164
H -0.42227 1.46726 0.42352
H -1.33727 0.18910 0.66607
H 1.37503 3.00226 -0.89780
H 0.19601 3.62872 0.00656
O 0.75813 2.87904 -0.17355
H -2.80127 0.82049 2.54842
H -1.57114 0.20975 3.39756
O -1.95990 0.35761 2.53771
```

Output
LUMO energy   -3.06 eV
Net charge   +1
HOMO   -0.4442 Eh
Frontier orbital gap   9.03 eV

***

Stability ranking, top and bottom: version B is the most stable and version A is the least stable.

***

Version A
Computed, not measured: a 2-piece molecular cluster, C4H15N2O2 overall, with ωB97M-V with the def2-TZVPD basis set.

The geometry in XYZ format:
```
23
C4H15N2O2 | the Open Molecules 2025 dataset | ωB97M-V with the def2-TZVPD basis set
N -1.21894 0.93487 -0.77348
C -0.11217 1.95979 -0.55924
C 0.99347 1.39132 0.31061
N 1.85526 0.54197 -0.49581
C 1.83034 -0.89915 -0.37075
C 0.88974 -1.60484 0.57231
O -0.24126 -2.02906 -0.19837
H -0.84475 0.18301 -1.36242
H -2.06953 1.38245 -1.10067
H -1.40769 0.51334 0.13839
H 0.30557 2.19842 -1.53273
H -0.58955 2.88644 -0.25162
H 1.51608 2.16193 0.87969
H 0.50327 0.81000 1.05563
H 2.75423 0.96996 -0.62379
H 1.46397 -1.31200 -1.31200
H 2.83896 -1.31956 -0.43494
H 0.50809 -0.99686 1.40084
H 1.34183 -2.46662 1.05859
H -0.95183 -2.28429 0.40597
H -3.42890 -1.52126 0.54072
H -3.16313 -0.57402 1.73426
O -2.77306 -0.92584 0.91880
```

Output
LUMO energy   -3.16 eV
Net charge   +1
HOMO   -0.4519 Eh
Frontier orbital gap   9.14 eV

***

Version B
Computed, not measured: a 3-piece molecular cluster, C4H15N2O2 overall, with ωB97M-V with the def2-TZVPD basis set.

The geometry in XYZ format:
```
23
C4H15N2O2 | the Open Molecules 2025 dataset | ωB97M-V with the def2-TZVPD basis set
C 2.82747 0.00511 1.02195
C 1.58263 0.38691 1.84514
C 0.30937 0.29384 1.05370
C -0.05027 1.24862 0.22366
N -1.20793 1.13899 -0.68215
N 2.54489 -1.03656 0.04592
H 3.50888 -0.41684 1.76087
H 3.39368 0.84335 0.61093
H 1.75020 1.36568 2.29976
H 1.52628 -0.28741 2.69750
H -0.29488 -0.59396 1.18881
H 0.49810 2.17672 0.13796
H -1.97506 0.89783 -0.10299
H -1.49072 1.98084 -1.18060
H -1.17428 0.37990 -1.37579
H 3.38223 -1.27797 -0.47044
H 1.89168 -0.69344 -0.64765
H -2.34892 0.40584 -3.71203
H -3.05498 -0.65256 -2.94616
O -2.50364 0.12573 -2.79929
H -3.82257 -2.04761 0.45005
H -2.32868 -2.39699 0.52064
O -2.96349 -1.84602 0.06022
```

Output
LUMO energy   -3.04 eV
Net charge   +1
HOMO   -0.4567 Eh
Frontier orbital gap   9.39 eV

***

Stability ranking, top and bottom: version B is the most stable and version A is the least stable.